Record 1
Below is one molecule with the formula C7H9NO2 at a distorted geometry, with properties calculated with wB97M-V/def2-TZVPD.

The geometry in ORCA input format:
```
! wB97M-V def2-TZVPD RIJCOSX def2/J DEFGRID3
* xyz 0 1
C -0.01625 -1.89737 -2.14371
C -0.21087 -0.57537 -1.28851
N -1.53366 -0.10248 -1.16724
C 0.43166 -0.66135 0.04288
O 0.99681 -1.72939 0.43847
C 0.45109 0.46012 0.86617
C 0.73943 0.58710 2.23026
C 0.63892 1.91694 2.64928
C 0.25467 2.57839 1.43096
O 0.21840 1.71663 0.44630
H -0.56707 -1.86247 -3.11251
H -0.47715 -2.67314 -1.28659
H 1.14402 -2.04023 -2.23478
H 0.41342 -0.14625 -1.79296
H -2.15102 -1.00873 -0.81992
H -2.08345 -0.02436 -2.08649
H 1.01669 -0.24328 2.98032
H 0.73478 2.28904 3.60679
H -0.00041 3.41619 1.24128
*
```

LUMO energy ... 0.17 eV
SMILES ... C[C@@H](N)C(=O)c1ccco1
HOMO energy ... -8.79 eV

---

Record 2
Below is a 2-piece molecular cluster, C7H9NO2 overall at a distorted geometry, with properties calculated with wB97M-V/def2-TZVPD.

The geometry in ORCA input format:
```
! wB97M-V def2-TZVPD RIJCOSX def2/J DEFGRID3
* xyz 0 1
C 1.86070 -0.78647 -0.95533
C 3.08991 -0.67579 -0.40496
C 1.75039 0.65515 0.72522
C 0.97805 0.09878 -0.26914
C -1.17275 -2.82626 -0.18137
C -2.52346 1.35172 -0.17297
C -1.14279 1.02491 0.46114
N -0.38183 0.13563 -0.29355
O -1.80660 -3.02959 0.74901
O 3.00436 0.21728 0.59976
H 1.53281 -1.52111 -1.78124
H 4.08705 -1.05567 -0.72134
H 1.74428 1.47793 1.35809
H -0.54487 -2.00952 -0.62360
H -3.18411 1.17958 0.75671
H -2.61077 2.45160 -0.30149
H -2.72669 0.64208 -1.01345
H -0.78052 2.03656 0.62794
H -1.17315 0.63318 1.44059
*
```

LUMO energy (spin up / spin down) ... 0.74 / -0.88 eV
HOMO energy (spin up / spin down) ... -8.46 / -6.93 eV

---

Record 3
Below is one molecule with the formula C7H9NO2S2 at a distorted geometry, with properties calculated with wB97M-V/def2-TZVPD.

The geometry in ORCA input format:
```
! wB97M-V def2-TZVPD RIJCOSX def2/J DEFGRID3
* xyz 0 3
C -1.91199 0.22978 0.39190
C -0.77274 -0.49258 0.95948
C -1.37041 0.97948 -0.56390
C 0.32884 -0.20816 0.21537
C 1.01448 1.55753 -1.53617
C 2.48531 1.26657 -1.53898
C -1.29024 -2.85442 2.05300
N 0.07085 0.74825 -0.70123
O -1.95443 1.78799 -1.47372
O 1.53762 -0.72024 0.51491
S 0.55649 2.88581 -2.38299
S -0.62227 -1.12994 2.50648
H -2.92257 0.47707 0.70572
H 2.91629 0.76933 -0.51808
H 3.00481 2.15916 -1.76295
H 2.70604 0.51606 -2.30684
H -0.88062 -3.38909 2.88767
H -0.68173 -3.12439 1.15683
H -2.29646 -2.72332 2.05224
H -1.44827 2.40691 -1.99791
H 1.53101 -1.14180 1.33918
*
```

LUMO energy (spin up / spin down) ... 0.19 / -2.68 eV
HOMO energy (spin up / spin down) ... -5.22 / -7.85 eV

---

Record 4
Below is C7H9NO4PS as an isolated structure at a distorted geometry, with properties calculated with wB97M-V/def2-TZVPD.

The geometry in ORCA input format:
```
! wB97M-V def2-TZVPD RIJCOSX def2/J DEFGRID3
* xyz -1 1
C 2.84928 0.99509 0.83436
C 2.95712 0.07379 1.87217
C 1.63167 1.22371 0.21531
C 1.75102 -0.32943 2.43144
C 0.49702 0.53940 0.77825
C -0.82616 0.71197 -0.00315
C -1.18560 -0.25919 -1.10141
N 0.55153 -0.10929 1.89763
O -2.95557 1.81631 -1.53957
O -2.39224 0.33477 -3.35327
O -3.53052 -0.57034 -1.38420
O -0.41642 -2.63261 -0.63638
P -1.93500 -1.86964 -0.67736
S -2.63776 0.42253 -1.95551
H 3.87044 1.33417 0.57127
H 3.83561 0.07481 2.48350
H 1.46130 1.90537 -0.59114
H 1.54771 -0.72995 3.41943
H -0.82121 1.74371 -0.36899
H -1.51225 0.62579 0.79309
H -0.33963 -0.28272 -1.75080
H -0.33185 -2.88348 0.21977
H -2.06847 -2.13479 -2.15447
*
```

LUMO energy ... 3.01 eV
HOMO energy ... -5.25 eV

---

Record 5
Below is one molecule with the formula C7H9NOS at a distorted geometry, with properties calculated with wB97M-V/def2-TZVPD.

The geometry in ORCA input format:
```
! wB97M-V def2-TZVPD RIJCOSX def2/J DEFGRID3
* xyz 0 1
C 3.00526 -1.23700 0.34973
C 1.96959 -0.25115 -0.07276
N 2.16325 1.03163 0.15171
S 0.97505 2.17981 -0.13659
C -0.31791 0.95178 -0.40629
C -1.55890 1.09453 -1.17168
C -1.65398 0.95685 0.31845
C -2.31138 -0.34418 0.83389
C 0.67435 -0.63670 -0.57354
O 0.19480 -1.65206 -0.96363
H 2.71259 -2.14744 -0.25244
H 2.83245 -1.47625 1.49049
H 4.05537 -0.82074 0.22025
H -1.85471 0.26225 -1.68983
H -1.84026 1.96925 -1.59722
H -1.92026 1.89616 0.86567
H -2.29385 -0.31234 1.89726
H -1.61431 -1.04689 0.41783
H -3.21715 -0.41751 0.31869
*
```

LUMO energy ... -0.46 eV
SMILES ... CC1=NS[C@@]2(C[C@H]2C)C1=O
HOMO energy ... -8.63 eV

---

Record 6
Below is C7H9NOS2 as an isolated structure at a distorted geometry, with properties calculated with wB97M-V/def2-TZVPD.

The geometry in ORCA input format:
```
! wB97M-V def2-TZVPD RIJCOSX def2/J DEFGRID3
* xyz 0 1
C -0.30658 -1.30245 -0.41945
C -2.17546 0.44510 -0.51849
C -2.19351 0.78587 1.00778
C 2.03239 0.61376 -1.89765
C 0.80531 -0.73645 0.29943
C 0.21483 0.57498 0.06224
C 1.90606 -1.04946 1.23362
N -0.83299 0.00296 -0.79390
O -0.79180 -2.35162 -0.72193
S -0.61170 1.56751 1.42964
S 1.30584 1.73210 -0.87243
H -2.75280 -0.41849 -0.68885
H -2.32532 1.40559 -1.22563
H -3.01400 1.52351 1.39101
H -2.45007 -0.04880 1.56265
H 2.25069 0.79999 -2.94358
H 2.41827 -0.26721 -1.44940
H 2.79416 -0.22497 1.17896
H 2.15987 -2.13810 1.17969
H 1.56680 -0.91381 2.18628
*
```

LUMO energy (spin up / spin down) ... -2.23 / -2.47 eV
HOMO energy (spin up / spin down) ... -7.15 / -6.96 eV

---

Record 7
Below is one molecule with the formula C7H9NOS3 at a distorted geometry, with properties calculated with wB97M-V/def2-TZVPD.

The geometry in ORCA input format:
```
! wB97M-V def2-TZVPD RIJCOSX def2/J DEFGRID3
* xyz 0 1
C -2.41761 -1.68469 -3.28966
S -1.98859 -2.91020 -2.02276
C -1.08581 -1.88561 -0.94387
C -1.58920 -1.37827 0.26288
C -0.71842 -0.46702 0.91445
C -1.04806 0.13512 2.24880
N -2.43198 0.60785 2.25537
O -2.90862 0.74464 3.37483
C 0.43390 -0.27389 0.17373
S 1.73864 0.77228 0.63506
C 1.13683 2.26752 -0.21732
S 0.50947 -1.23968 -1.29757
H -3.00812 -2.11194 -4.11847
H -3.02680 -0.86477 -2.83041
H -1.47706 -1.29734 -3.74536
H -2.54882 -1.64034 0.66401
H -0.99877 -0.63136 3.04002
H -0.34637 0.93450 2.47989
H 0.26236 2.71728 0.27664
H 1.97264 2.95257 -0.25841
H 0.91168 2.06235 -1.24413
*
```

LUMO energy ... -0.38 eV
SMILES ... CSc1cc(CN=O)c(SC)s1
HOMO energy ... -8.71 eV

---

Which energy above the lowest of the compared OMol25 structures with the same formula, charge and spin belongs to each record? In order, 5.143, 6.208, 0.000, 0.000, 2.133, 4.641, 0.029 eV.